1.
17
Properties=species:S:1:pos:R:3 method="wB97M-V/def2-TZVPD" relative_energy_ev=1.864 smiles=C[C@H](N)[C@H](C)O spin_multiplicity=1 gap_ev=9.52 energy_ev=-7862.6896
H 0.12 1.50 1.64
H -1.44 -0.34 0.39
H -1.14 1.99 0.48
C -0.48 -0.71 0.01
H 1.42 0.41 -0.23
H -0.95 -0.74 -1.93
H 0.13 -1.88 -1.51
H 0.76 1.74 -1.57
H 1.21 -1.86 0.68
C -0.07 1.81 0.61
O 0.04 0.98 -1.73
C 0.38 0.74 -0.37
H 0.45 2.75 0.44
H 0.38 -0.98 1.97
N -0.72 -1.42 -1.19
H -0.34 -2.43 1.27
C 0.24 -1.54 1.05

2.
57
Properties=species:S:1:pos:R:3 method="wB97M-V/def2-TZVPD" relative_energy_ev=0.971 smiles="C[C@H](NC(=O)c1cccc(OC2CCN(C(=O)C3CC3)CC2)c1)c1ccc(F)cc1" spin_multiplicity=1 gap_ev=9.34 energy_ev=-37166.8199
H 1.83 3.27 2.62
H -5.09 -0.92 -4.32
H 5.74 1.05 4.39
C -1.80 -0.54 -5.29
H 5.48 0.05 5.88
C 0.31 0.61 -6.65
C 1.80 0.27 4.08
C 5.26 0.97 5.36
C -2.17 -2.15 -0.99
C -2.35 -3.01 1.24
H 0.05 2.31 -5.39
C -1.36 0.74 -4.96
H 5.39 3.15 5.69
H -3.08 -4.02 -0.51
H -1.84 1.29 -4.17
H 2.64 -0.38 4.33
C -1.70 -1.90 1.74
O 3.70 3.31 3.87
C -0.30 1.32 -5.64
O -2.44 -3.44 -2.97
C 0.10 1.96 2.70
H 0.70 -1.39 3.25
N -2.70 -1.20 -3.12
C -0.11 -0.66 -7.00
H -1.12 -0.27 -1.15
C -2.96 -1.17 -4.55
C 1.59 2.21 2.57
C -1.16 -1.23 -6.31
H 3.18 1.05 6.13
N 2.29 1.57 3.67
C -2.44 -2.34 -2.45
C 3.29 2.23 4.29
H 5.15 2.19 7.21
H 1.63 -0.48 2.07
C -4.26 -0.44 -4.84
C 3.88 1.56 5.49
H -2.70 -0.32 -2.63
H 1.15 0.36 4.97
H 0.39 -1.19 -7.80
H 1.96 1.82 1.61
H -4.46 -0.46 -5.91
H -4.20 0.60 -4.52
H -3.04 -2.22 -4.84
H -1.08 0.23 3.24
H -2.68 -3.78 1.93
C 1.00 -0.38 2.95
O -0.61 0.23 1.23
H -0.25 2.34 3.66
C -0.23 0.46 2.58
C -1.26 -0.91 0.87
C 5.07 2.23 6.14
C -2.58 -3.15 -0.11
F 1.34 1.17 -7.32
H -1.49 -2.23 -6.57
H -0.43 2.49 1.91
H -1.53 -1.82 2.81
C -1.50 -1.04 -0.49

3.
33
Properties=species:S:1:pos:R:3 method="wB97M-V/def2-TZVPD" charge=-2 relative_energy_ev=0.000 spin_multiplicity=1 gap_ev="3.44 / 3.44" energy_ev=-33687.8160
H -1.48 -0.89 3.99
C -2.17 0.68 -1.37
H -1.05 0.11 5.39
H 2.18 -0.45 3.43
H -3.33 -0.18 0.36
C -1.26 0.06 -2.29
H 0.88 -1.63 3.60
H -2.15 -2.53 -0.34
N 1.62 -1.49 0.28
H 1.62 2.38 -0.87
C 2.74 0.58 -0.52
C 0.70 1.80 4.10
H 0.82 1.83 5.19
H 1.42 -0.71 5.01
H -0.01 2.58 3.80
C 1.23 -0.64 3.93
H 3.26 -0.28 -0.96
Ca -0.01 -0.04 0.20
C 1.98 1.42 -1.27
H -2.48 1.73 -1.38
C -1.99 -1.56 -0.82
H -1.90 0.82 4.00
H 2.95 0.78 0.54
O -0.03 0.53 2.24
H 1.80 1.23 -2.33
H 1.94 -2.41 0.63
H -0.78 0.55 -3.15
C -2.62 -0.33 -0.46
H 1.66 2.03 3.64
C -1.16 -1.32 -1.96
H -0.58 -2.07 -2.51
C 0.19 0.45 3.61
C -1.13 0.10 4.30

4.
93
Properties=species:S:1:pos:R:3 method="wB97M-V/def2-TZVPD" relative_energy_ev=0.000 spin_multiplicity=1 gap_ev=5.29 energy_ev=-146268.4244
C -2.38 5.72 -1.24
C 5.02 2.20 1.75
Y -0.36 0.37 -0.03
H -7.92 -1.42 -1.33
C -1.89 5.17 -0.05
C 1.68 -5.67 2.58
C 3.22 -1.03 -2.21
H 2.50 -5.00 -3.04
H 3.14 4.46 -0.02
C 1.07 -4.20 0.75
H 3.84 -1.17 -1.33
C -3.53 0.77 0.29
C 4.35 2.08 0.54
Ge 2.06 -2.55 -2.53
C 6.35 2.62 1.79
C 3.10 -4.17 -2.67
C -1.44 3.73 0.02
H 6.87 3.03 -1.54
C -4.53 1.81 0.20
C -2.26 7.31 1.04
C 7.00 2.92 0.60
H 4.71 -0.55 1.36
H 3.52 -4.44 -1.70
C -1.84 5.98 1.08
C 1.97 2.54 0.22
N -1.41 -1.39 0.68
H -4.34 3.98 0.02
H -3.96 -3.41 1.19
H -7.47 -2.15 2.87
C 1.10 -5.29 -0.11
C 2.17 3.97 0.02
H -0.17 -3.42 -1.65
H 0.00 -1.71 -1.46
C 3.03 -2.01 1.12
C 2.93 1.62 0.50
I -3.38 9.81 -0.23
C -0.79 -2.59 0.81
H 0.76 5.61 -0.23
N 1.54 -0.45 0.53
H 0.63 -1.21 -4.14
H 1.81 -2.16 -5.05
H 6.86 2.72 2.74
H -5.12 -1.41 2.74
C 0.65 -2.80 0.29
C -7.05 -1.83 1.93
I -9.81 -2.46 0.88
H 3.93 -4.00 -3.37
C -2.77 -1.58 0.81
H -3.18 7.45 -2.23
C 2.74 0.20 0.76
C 3.68 -0.75 1.13
H 1.31 -3.57 2.78
C -0.05 3.51 0.05
C -2.74 7.83 -0.16
N 0.58 2.31 0.20
H 2.64 -0.12 -2.08
N -2.26 1.40 0.18
C 5.03 2.38 -0.64
C 1.73 -1.79 0.73
C -2.99 -2.93 1.06
C 0.53 -2.66 -1.27
C 6.35 2.80 -0.62
C -7.83 -1.83 0.78
H 1.46 -7.40 -0.33
H 4.51 2.28 -1.59
H -5.59 1.65 0.26
C 1.43 -6.57 0.36
C -5.98 -1.00 -0.50
C 1.12 -2.19 -4.20
H -2.42 5.10 -2.13
C -5.73 -1.41 1.85
C 1.35 -4.41 2.09
H -1.47 5.56 2.01
I 2.24 -8.63 2.40
H 3.49 -2.97 1.34
C -7.31 -1.42 -0.44
H 0.85 -5.18 -1.15
C -2.46 2.74 0.08
C 1.73 -6.74 1.70
H 1.90 -5.81 3.63
H 0.36 -2.94 -4.40
C -2.81 7.04 -1.30
C 0.96 4.56 -0.08
I 8.99 3.54 0.66
H -2.21 7.92 1.92
H 3.86 -0.91 -3.09
H -5.56 -0.68 -1.44
C -5.18 -0.99 0.64
H -1.54 -4.62 1.22
C -1.74 -3.57 1.07
H 4.50 1.97 2.67
C -3.89 3.00 0.08
C -3.76 -0.55 0.57

5.
94
Properties=species:S:1:pos:R:3 method="wB97M-V/def2-TZVPD" charge=-1 relative_energy_ev=1.158 spin_multiplicity=2 gap_ev="5.95 / 6.48" energy_ev=-117846.7760
H -0.02 -4.14 -3.46
H -0.57 3.70 -0.26
H 1.56 -3.91 -1.77
C -1.55 1.31 3.34
C 4.52 -2.44 0.28
C 3.07 -1.99 0.49
C 3.64 -4.22 -1.22
C -1.37 1.57 7.08
C -3.50 1.13 -0.99
S -3.13 0.09 0.36
H 3.01 -0.92 0.69
C -2.81 -0.26 6.49
H -3.05 -1.89 -3.14
H 5.55 -4.28 -0.21
C -1.95 4.93 2.58
C -0.09 -3.30 -4.14
H -3.07 -0.59 4.39
H -2.46 3.72 4.26
H 4.03 -3.70 -2.10
N -0.86 -0.91 3.11
C -2.62 0.02 5.15
H 1.84 -4.22 -0.04
C -4.84 1.37 -1.29
H 0.36 -3.60 -5.09
H 4.40 1.09 -3.49
H -2.31 0.27 8.50
C 2.23 -3.70 -0.93
H 1.76 -2.40 -3.48
H 3.48 2.70 0.40
C -1.22 -2.05 -2.03
H -1.75 -0.84 -3.70
C -4.21 2.77 -3.17
H -2.18 -3.79 -4.23
H 3.54 2.96 -2.08
H 2.64 -2.51 1.35
H -5.60 0.93 -0.67
S -0.82 1.41 -1.57
N 0.10 -0.98 0.32
C 3.47 1.82 -0.25
C 4.09 2.13 -1.61
H 3.61 -5.29 -1.44
H 5.10 -2.22 1.17
C 2.55 0.43 -2.60
C -1.55 2.56 2.68
H 1.73 -2.42 4.06
H 2.51 -0.50 -3.17
C -2.50 1.70 -1.81
C -4.50 3.60 -4.26
H 1.96 1.20 -3.13
C -2.18 0.51 7.46
N -4.68 4.31 -5.15
H -1.71 -2.52 -5.36
C -1.42 4.92 1.28
H 5.13 2.45 -1.49
H 4.94 -1.90 -0.56
H 4.15 -4.48 0.84
H 4.03 1.02 0.24
H -1.58 -1.36 -1.25
H -1.39 -3.07 -1.66
C -1.82 1.10 4.76
H 1.49 2.21 -0.96
Ti -0.75 0.55 0.77
C -1.56 -2.90 -4.35
H -0.86 2.15 7.83
C -1.98 -1.84 -3.33
C 0.70 -2.13 -3.55
C -1.20 1.88 5.74
P 1.03 -1.16 -0.90
N -1.03 2.56 1.40
C -2.88 2.52 -2.87
C -6.57 2.32 -2.69
N 0.83 -2.39 3.59
C 0.41 -1.15 3.20
N 0.21 -1.81 -2.22
N 1.98 0.19 -1.30
H 1.52 1.16 0.50
N -7.69 2.39 -2.94
H 0.11 -2.99 3.96
C -0.98 3.73 0.75
H -2.09 2.96 -3.47
C 4.54 -3.94 -0.02
C -5.21 2.17 -2.38
N -1.15 0.30 2.58
C -2.03 3.76 3.27
H 4.59 0.09 -2.03
H -0.55 2.68 5.45
C 2.02 1.38 -0.47
H -3.45 -1.08 6.77
C 4.00 0.89 -2.49
H -2.30 5.86 3.02
N 2.31 -2.27 -0.71
H -1.35 5.83 0.70
H 0.61 -1.27 -4.23
S 1.59 0.06 2.91

6.
10
Properties=species:S:1:pos:R:3 method="wB97M-V/def2-TZVPD" relative_energy_ev=0.038 smiles=ClCCl.ClCCl spin_multiplicity=1 gap_ev=11.69 energy_ev=-52228.5451
Cl -0.31 1.18 -2.15
Cl 0.30 -0.97 1.47
H 1.03 -0.46 -1.16
C 1.18 0.27 -1.94
H -1.49 -0.94 2.96
H 1.98 0.96 -1.68
C -1.24 -0.36 2.08
H -1.98 -0.45 1.30
Cl -1.14 1.34 2.53
Cl 1.66 -0.58 -3.41

7.
17
Properties=species:S:1:pos:R:3 method="wB97M-V/def2-TZVPD" charge=-1 relative_energy_ev=4.405 spin_multiplicity=1 gap_ev=6.06 energy_ev=-8879.7130
H 0.73 -1.68 4.94
H 1.77 0.59 1.39
N 0.39 0.05 -2.60
O 0.86 -0.97 2.40
C 0.24 -0.42 0.17
H -2.59 1.04 -1.51
H 0.06 0.77 1.90
C -0.69 0.52 -2.04
H 0.48 0.20 -3.59
H 0.86 1.44 -0.84
H 0.83 -1.21 -0.30
C -1.96 0.81 -2.37
C 0.82 0.03 1.52
H 1.23 -1.31 4.58
H -0.75 -0.83 0.39
C 0.09 0.67 -0.80
H -2.37 0.29 -3.23

8.
9
Properties=species:S:1:pos:R:3 method="wB97M-V/def2-TZVPD" relative_energy_ev=3.541 spin_multiplicity=1 gap_ev="9.00 / 7.99" energy_ev=-30911.6905
F -1.51 1.23 0.81
Cl 1.83 1.37 0.05
C 1.26 -0.15 -0.44
H 1.53 -0.93 1.70
C -1.58 0.37 -0.23
H 1.18 -0.33 -1.50
S 1.47 -1.56 0.52
F -2.11 -0.79 0.18
H -2.08 0.79 -1.09